[1]
C31H29BrClCoN4O3 | ωB97M-V/def2-TZVPD

Last column: Mulliken spin population.
Cartesian coordinates (Å):
Co1 0.01919 -1.16928 -0.87875  1.024
O1 0.55141 -4.99208 -1.98128  0.018
C1 0.19098 -3.85211 -1.67155  -0.005
N1 0.89977 -2.78827 -1.33496  -0.058
C2 2.35073 -2.85954 -1.32584  0.000
C3 2.84471 -1.45281 -1.40812  0.003
C4 4.01136 -1.06166 -1.98939  -0.001
C5 4.28038 0.26090 -2.38990  0.005
C6 3.13294 1.06836 -2.47115  -0.001
C7 1.93844 0.71676 -1.92693  0.003
N2 1.90337 -0.39036 -0.92688  -0.046
C8 -1.29107 -3.52254 -1.65072  0.019
C9 -2.23771 -4.37024 -2.19452  0.004
C10 -3.56564 -3.98327 -2.15552  -0.002
C11 -3.90133 -2.77923 -1.55654  0.001
C12 -2.89551 -1.98341 -1.03221  0.003
N3 -1.61088 -2.35017 -1.08779  -0.016
H1 2.72090 -3.47312 -2.15101  -0.001
H2 2.66589 -3.38765 -0.41188  0.001
H3 4.72483 -1.84756 -2.23206  0.000
H4 5.21773 0.54334 -2.84560  0.001
H5 3.14703 1.97717 -3.06963  -0.001
H6 1.03560 1.27357 -2.02934  0.000
H7 -1.89521 -5.29950 -2.62727  0.000
H8 -4.33295 -4.61150 -2.59231  0.000
H9 -4.92713 -2.44223 -1.49712  0.000
H10 -3.08644 -1.02138 -0.57260  -0.001
Cl1 3.51719 1.79329 2.64450  0.000
C13 3.01057 0.11162 2.73527  -0.001
C14 3.12528 -0.50768 3.96995  0.001
C15 2.70970 -1.82131 4.11316  -0.001
C16 2.17325 -2.47883 3.01443  0.002
C17 2.07016 -1.83580 1.79086  -0.004
C18 2.50005 -0.52363 1.60389  0.003
C19 2.41916 0.24933 0.31377  0.006
H11 3.53542 0.04631 4.80384  0.000
H12 2.79714 -2.31748 5.07134  0.000
H13 1.82391 -3.49977 3.10601  0.000
H14 1.60130 -2.35170 0.96834  -0.003
H15 3.42617 0.60498 0.06740  -0.001
H16 1.81537 1.14653 0.47662  -0.001
Br1 -0.57548 4.36912 -5.21976  0.000
C20 -1.55611 3.99031 -3.64222  0.000
C21 -2.46789 4.92447 -3.17753  0.000
C22 -3.18792 4.63983 -2.02563  0.000
C23 -2.99521 3.43890 -1.35655  -0.002
C24 -2.07068 2.51718 -1.82785  0.003
C25 -1.34309 2.79179 -2.98341  0.001
C26 -1.84916 1.21624 -1.07281  0.001
O2 -0.86977 0.52856 -1.50252  0.030
O3 -2.61652 0.95350 -0.13580  -0.002
H17 -2.61081 5.85415 -3.71102  0.000
H18 -3.90392 5.36290 -1.65462  0.000
H19 -3.55476 3.19200 -0.46380  0.000
H20 -0.62745 2.06795 -3.34711  -0.001
C27 -2.68792 1.05545 3.09020  -0.001
C28 -1.17175 1.15915 2.90681  -0.003
C29 -0.43062 0.82208 4.20403  -0.001
C30 -0.77965 2.55680 2.41052  -0.001
C31 -0.74972 0.19767 1.86817  -0.016
N4 -0.37493 -0.51908 1.05925  0.041
H21 -2.95774 0.11369 3.57076  0.000
H22 -3.19946 1.11899 2.12993  0.000
H23 -3.01390 1.87929 3.72877  0.000
H24 0.65003 0.87467 4.06921  0.000
H25 -0.68053 -0.18002 4.55412  0.000
H26 -0.72811 1.54568 4.96646  0.000
H27 -1.09192 3.28856 3.15881  0.000
H28 -1.27086 2.78821 1.46426  0.000
H29 0.29979 2.63388 2.27084  0.000

Properties
- Strongest force on any atom: 0.01413 Eh/bohr
- Spin multiplicity: 2
- HOMO-LUMO gap (alpha / beta): 0.1842 / 0.1846 Eh
- Net charge: -1
- Energy above the lowest of the compared OMol25 structures with the same formula, charge and spin: 19.58 kcal per mole

***

[2]
C43H43MnN6O4S3Se | ωB97M-V/def2-TZVPD

Last column: Mulliken spin population.
Cartesian coordinates (Å):
Mn1 0.01101 0.38074 0.24170  0.937
C1 1.84686 5.76139 -4.23292  0.000
C2 1.14191 4.73409 -3.39182  0.003
C3 -0.21556 4.55549 -3.42595  -0.003
C4 -0.87479 3.58987 -2.62840  0.004
C5 -2.28256 3.58917 -2.62783  0.003
N1 -3.03795 2.81774 -1.89384  0.003
C6 -4.48479 2.99154 -1.77854  0.000
C7 -4.89294 4.18615 -0.91566  0.000
C8 -4.10134 4.31926 0.39195  0.000
N2 -3.68736 3.04723 0.95643  -0.001
C9 -4.43147 2.22892 1.65914  -0.001
C10 -3.92651 1.05012 2.22786  -0.001
C11 -4.77594 0.23356 3.01555  -0.002
C12 -4.30935 -0.84958 3.70367  0.000
C13 -5.20582 -1.77575 4.47221  0.000
C14 -2.91643 -1.06975 3.66267  0.000
C15 -2.04608 -0.33570 2.89303  -0.012
C16 -0.61537 -0.46636 3.11158  0.007
N3 0.28498 0.09710 2.40230  0.014
C17 1.58223 0.23660 3.05094  0.001
C18 2.72741 0.05563 2.08437  -0.006
C19 2.91549 1.25126 1.17462  0.001
N4 1.76907 1.53680 0.27101  0.008
C20 2.09671 2.36990 -0.64405  -0.018
C21 1.25777 2.98314 -1.66097  0.002
C22 1.84173 3.94079 -2.46333  -0.004
C23 -0.13849 2.68845 -1.78686  0.001
O1 -0.70684 1.70788 -1.21218  0.027
C24 -2.53968 0.71702 2.04669  0.007
O2 -1.78764 1.37915 1.26302  0.006
H1 1.40951 5.82169 -5.22831  0.000
H2 2.90239 5.51962 -4.34530  0.000
H3 1.78378 6.75310 -3.78221  0.000
H4 -0.82156 5.18415 -4.06994  0.000
H5 -2.79951 4.31902 -3.24609  0.000
H6 -2.54558 2.11300 -1.33417  -0.002
H7 -4.87096 2.07282 -1.34967  0.000
H8 -4.90665 3.09846 -2.77898  0.000
H9 -5.95811 4.07563 -0.70365  0.000
H10 -4.77448 5.11564 -1.47600  0.000
H11 -4.68603 4.87083 1.12961  0.000
H12 -3.18814 4.88607 0.21491  0.000
H13 -2.71177 2.70453 0.87199  -0.001
H14 -5.46885 2.50818 1.82900  0.000
H15 -5.82910 0.48883 3.06510  0.000
H16 -6.20330 -1.35375 4.58481  0.000
H17 -4.81007 -1.98182 5.46692  0.000
H18 -5.30415 -2.73272 3.95536  0.000
H19 -2.50323 -1.85815 4.28546  0.000
H20 -0.33022 -0.95839 4.04775  0.002
H21 1.66009 -0.45237 3.89950  0.002
H22 1.61879 1.25161 3.46410  0.000
H23 2.54932 -0.85407 1.49976  0.002
H24 3.65493 -0.07668 2.64485  0.000
H25 3.80413 1.08505 0.55897  -0.001
H26 3.10075 2.15046 1.76941  0.000
H27 3.13110 2.72631 -0.67060  0.001
H28 2.90978 4.10404 -2.35404  -0.001
Se1 1.09637 -3.50729 -0.53045  -0.001
N5 1.55316 -2.80629 1.02472  0.003
C25 1.67399 -3.82002 1.87099  0.000
C26 2.01678 -3.68619 3.25431  0.000
C27 2.08309 -4.79898 4.02233  0.000
C28 1.83240 -6.10475 3.48030  0.000
C29 1.53598 -6.28063 2.17151  0.000
C30 1.44816 -5.13222 1.32201  0.000
N6 1.15191 -5.17707 0.02986  0.000
H29 2.22838 -2.70622 3.66185  0.000
H30 2.33882 -4.71209 5.07030  0.000
H31 1.89105 -6.96063 4.13914  0.000
H32 1.35876 -7.25956 1.74909  0.000
O3 2.03579 -0.79005 -1.33156  0.001
H33 2.91239 -0.94970 -0.96408  -0.001
H34 2.18086 -0.49467 -2.23729  0.001
O4 -1.09855 -1.10251 -0.23147  0.026
C31 -2.12240 -1.80259 -0.79226  -0.029
C32 -1.95695 -1.82947 -2.31527  0.004
C33 -0.83557 -1.45774 -2.98864  -0.004
C34 -0.94282 -1.60985 -4.39843  0.001
C35 -2.15844 -2.09365 -4.77124  0.000
S1 -3.17218 -2.35323 -3.41964  0.001
C36 -3.53536 -1.25551 -0.50315  0.014
C37 -4.18916 -0.25164 -1.15810  0.002
C38 -5.55553 -0.13105 -0.79214  -0.001
C39 -5.91790 -1.05393 0.14471  0.000
S2 -4.61764 -2.07031 0.55387  0.000
C40 -2.09928 -3.22997 -0.23171  0.006
C41 -1.90581 -3.54494 1.08174  -0.004
C42 -2.01750 -4.93564 1.34803  0.000
C43 -2.29598 -5.65022 0.22371  0.000
S3 -2.42137 -4.64251 -1.15013  0.000
H35 0.02813 -1.07480 -2.46958  0.005
H36 -0.15342 -1.37926 -5.09805  0.000
H37 -2.51575 -2.30612 -5.76461  0.000
H38 -3.70805 0.32884 -1.93213  -0.002
H39 -6.25890 0.55689 -1.24251  0.000
H40 -6.88676 -1.19827 0.59272  0.000
H41 -1.67635 -2.79420 1.82252  0.000
H42 -1.88075 -5.38036 2.32268  0.000
H43 -2.40938 -6.71588 0.12188  0.000

Properties
- Strongest force on any atom: 0.03251 Eh/bohr
- Spin multiplicity: 2
- HOMO-LUMO gap (alpha / beta): 0.2392 / 0.2312 Eh
- Net charge: +1
- Energy above the lowest of the compared OMol25 structures with the same formula, charge and spin: 0.00 kcal per mole

***

[3]
C5H5FOS | ωB97M-V/def2-TZVPD

Last column: Löwdin charge in e.
Cartesian coordinates (Å):
C1 1.23422 -1.05064 -0.85852  0.009
C2 0.57699 -0.41277 0.30899  -0.339
F1 1.24162 -0.70942 1.33415  0.128
C3 -0.44429 0.40489 0.38067  -0.264
C4 -1.15353 0.50223 -0.86701  -0.261
O1 -0.78243 0.25119 -1.96011  0.063
C5 -0.86283 1.01489 1.58633  -0.644
S1 -0.47057 0.61924 3.06351  0.768
H1 0.63874 -1.69801 -1.55627  0.116
H2 1.99603 -1.73613 -0.67583  0.057
H3 1.77126 -0.22668 -1.43256  0.133
H4 -2.11450 1.17289 -0.83611  0.149
H5 -1.63071 1.86833 1.51276  0.086

Properties
- Strongest force on any atom: 0.10048 Eh/bohr
- HOMO-LUMO gap: 0.2941 Eh
- Net charge: 0
- Energy above the lowest of the compared OMol25 structures with the same formula, charge and spin: 53.56 kcal per mole